1.
Molecular formula: C24H39BrMgN10O7S
Method: DFT, the ωB97M-V functional and the def2-TZVPD basis

Structure (XYZ):
```
83
C24H39BrMgN10O7S, DFT the ωB97M-V functional and the def2-TZVPD basis
Mg 0.188 0.092 -0.120
N -3.359 0.860 -0.898
C -3.180 1.366 -2.297
C -2.386 2.666 -2.309
C -0.866 2.528 -2.275
N -0.347 2.130 -0.936
C -0.404 1.557 -3.359
C -1.066 0.181 -3.298
N -0.462 -0.614 -2.195
C -2.595 0.298 -3.220
H -3.604 1.623 -0.263
H -2.514 0.398 -0.453
H -4.111 0.171 -0.864
H -4.194 1.587 -2.632
H -2.730 3.327 -1.509
H -2.639 3.173 -3.243
H -0.473 3.518 -2.519
H -0.847 2.651 -0.214
H 0.617 2.456 -0.875
H 0.684 1.440 -3.324
H -0.627 2.007 -4.330
H -0.865 -0.332 -4.242
H 0.398 -1.025 -2.550
H -1.047 -1.416 -1.973
H -3.041 -0.678 -3.006
H -2.934 0.555 -4.225
Br -2.113 4.570 1.370
C -2.302 2.984 2.407
C -2.598 3.095 3.757
C -2.741 1.917 4.468
C -2.579 0.703 3.814
C -2.266 0.716 2.467
N -2.136 1.849 1.762
C -2.062 -0.599 1.736
O -2.438 -1.626 2.249
O -1.546 -0.514 0.529
H -2.717 4.063 4.221
H -2.980 1.946 5.523
H -2.689 -0.245 4.321
C 5.799 1.879 0.927
N 4.401 1.498 0.789
C 3.531 1.196 1.912
C 2.251 0.866 1.185
O 1.179 0.512 1.686
N 2.414 0.989 -0.154
C 3.711 1.340 -0.338
N 4.229 1.512 -1.549
H 5.912 2.471 1.832
H 6.105 2.503 0.090
H 6.445 1.003 0.989
H 3.403 2.050 2.579
H 3.884 0.342 2.494
H 3.658 1.335 -2.356
H 5.212 1.664 -1.693
C 1.236 -9.200 3.116
C 0.986 -7.893 2.372
S 2.081 -7.792 0.974
O 3.433 -7.708 1.460
O 1.693 -8.788 0.019
C 1.720 -6.198 0.225
C 2.506 -5.084 0.895
N 2.247 -3.784 0.248
C 1.294 -2.892 0.600
N 1.340 -1.810 -0.180
C 2.361 -2.016 -1.063
C 2.918 -3.225 -0.817
N 4.000 -3.825 -1.555
O 4.259 -4.990 -1.347
O 4.617 -3.070 -2.280
C 0.338 -3.067 1.722
H 0.582 -9.252 3.985
H 2.268 -9.261 3.455
H 1.027 -10.054 2.474
H 1.188 -7.025 3.003
H -0.030 -7.835 1.979
H 0.641 -6.036 0.252
H 2.033 -6.322 -0.812
H 3.568 -5.293 0.830
H 2.258 -4.978 1.948
H 2.659 -1.308 -1.817
H 0.549 -3.954 2.312
H -0.685 -3.129 1.353
H 0.385 -2.198 2.378
```

Summary:
E_HOMO in eV: -14.18
Net charge: +2
Energy relative to the best compared isomer or geometry (same formula, charge and spin) in kJ/mol: 53.76


2.
Molecular formula: C24H40AsN5O6ReS
Method: DFT, the ωB97M-V functional and the def2-TZVPD basis

Structure (XYZ):
```
78
C24H40AsN5O6ReS, DFT the ωB97M-V functional and the def2-TZVPD basis
Re 0.135 0.230 -0.052
N 0.955 -0.201 1.944
C 1.474 -1.475 2.458
C 0.450 -2.585 2.204
N -0.879 -2.085 2.479
C -1.969 -2.819 1.869
C -1.873 -2.969 0.349
N -1.749 -1.672 -0.307
C -1.115 -1.860 3.898
C -1.804 -0.514 4.148
N -0.920 0.585 3.768
H 1.642 0.525 2.158
H 0.104 0.050 2.537
H 1.677 -1.376 3.531
H 2.409 -1.737 1.957
H 0.707 -3.468 2.815
H 0.509 -2.848 1.149
H -2.885 -2.264 2.089
H -2.069 -3.829 2.307
H -2.793 -3.484 0.032
H -1.027 -3.597 0.055
H -2.503 -1.088 0.066
H -1.883 -1.776 -1.309
H -0.161 -1.860 4.430
H -1.733 -2.662 4.327
H -2.103 -0.456 5.203
H -2.702 -0.449 3.535
H -0.423 0.958 4.571
H -1.477 1.337 3.363
O -0.863 4.158 -1.666
As -1.189 2.773 -0.596
O -0.156 2.998 0.638
O -0.696 1.459 -1.558
C -3.119 2.885 -0.650
C -3.731 3.750 -1.544
C -5.101 3.673 -1.732
C -5.857 2.740 -1.036
C -5.244 1.897 -0.121
C -3.878 1.981 0.053
S -3.086 0.974 1.287
O -3.188 1.719 2.519
O -3.764 -0.311 1.278
O -1.683 0.814 0.858
H 0.088 4.284 -1.644
H -3.124 4.465 -2.081
H -5.582 4.351 -2.422
H -6.921 2.669 -1.203
H -5.790 1.167 0.458
C 4.253 0.485 0.731
C 4.096 1.514 -0.390
C 3.068 2.586 -0.041
C 3.804 0.786 -1.678
C 4.728 0.892 -2.696
C 4.634 0.151 -3.861
C 3.600 -0.764 -3.975
C 2.630 -0.905 -3.005
C 1.556 -1.942 -3.233
C 0.226 -1.273 -3.587
C 1.400 -2.891 -2.045
C 2.655 -0.069 -1.834
N 1.686 -0.104 -0.946
H 4.421 0.974 1.688
H 5.100 -0.163 0.518
H 3.355 -0.124 0.776
H 5.061 2.018 -0.519
H 2.075 2.157 0.071
H 3.029 3.336 -0.827
H 3.341 3.082 0.887
H 5.564 1.564 -2.563
H 5.377 0.252 -4.637
H 3.559 -1.394 -4.852
H 1.869 -2.543 -4.096
H -0.088 -0.622 -2.772
H -0.536 -2.028 -3.769
H 0.340 -0.666 -4.482
H 1.022 -2.341 -1.181
H 2.358 -3.338 -1.792
H 0.704 -3.686 -2.304
```

Summary:
Spin multiplicity: 2
E_HOMO (alpha / beta) in eV: -7.27 / -7.23
Net charge: 0


3.
Molecular formula: C24H40BCuN6Te
Method: DFT, the ωB97M-V functional and the def2-TZVPD basis

Structure (XYZ):
```
73
C24H40BCuN6Te, DFT the ωB97M-V functional and the def2-TZVPD basis
Cu -1.934 0.705 0.028
C 3.972 -0.181 1.701
C 3.042 -0.630 0.619
C 3.302 -1.481 -0.435
C 2.076 -1.554 -1.139
N 1.163 -0.810 -0.554
N 1.746 -0.243 0.520
B 0.968 0.711 1.463
N -0.197 -0.039 2.150
N -1.182 -0.643 1.422
C -1.793 -1.491 2.226
C -1.226 -1.429 3.518
C -0.216 -0.499 3.421
C 0.705 -0.009 4.492
C -2.924 -2.386 1.778
C -2.729 -3.771 2.414
C -2.938 -2.544 0.257
C -4.257 -1.785 2.243
N 0.517 1.978 0.698
N -0.285 1.894 -0.405
C -0.188 3.046 -1.040
C 0.667 3.920 -0.334
C 1.093 3.199 0.758
C 1.995 3.634 1.867
C -0.903 3.335 -2.340
C -2.146 4.186 -2.052
C 0.055 4.106 -3.260
C -1.321 2.043 -3.043
C 1.746 -2.337 -2.388
C 0.289 -2.105 -2.783
C 2.664 -1.882 -3.530
C 1.974 -3.831 -2.127
H 4.950 -0.638 1.546
H 3.611 -0.467 2.690
H 4.096 0.903 1.704
H 4.240 -1.969 -0.652
H 1.733 1.057 2.319
H -1.512 -1.979 4.400
H 0.443 -0.487 5.436
H 0.624 1.072 4.618
H 1.750 -0.233 4.271
H -1.761 -4.193 2.128
H -3.518 -4.444 2.065
H -2.775 -3.731 3.505
H -2.021 -3.035 -0.089
H -3.034 -1.580 -0.246
H -3.796 -3.158 -0.034
H -4.255 -1.616 3.324
H -5.080 -2.463 1.995
H -4.429 -0.832 1.730
H 0.934 4.935 -0.580
H 2.272 4.678 1.715
H 2.909 3.039 1.914
H 1.501 3.546 2.836
H -1.880 5.096 -1.505
H -2.860 3.606 -1.459
H -2.630 4.471 -2.992
H 0.339 5.073 -2.837
H -0.433 4.287 -4.222
H 0.967 3.530 -3.437
H -1.973 1.434 -2.412
H -0.441 1.450 -3.319
H -1.876 2.291 -3.953
H 0.091 -1.048 -2.966
H -0.391 -2.409 -1.986
H 0.055 -2.674 -3.688
H 2.512 -0.821 -3.736
H 2.447 -2.447 -4.443
H 3.715 -2.032 -3.275
H 1.325 -4.176 -1.321
H 3.009 -4.027 -1.838
H 1.750 -4.415 -3.026
Te -4.346 1.302 -0.326
```

Summary:
E_HOMO in eV: 1.03
Net charge: -2
Energy relative to the best compared isomer or geometry (same formula, charge and spin) in kJ/mol: 0.00


4.
Molecular formula: C24H40BrF4N3O12P
Method: DFT, the ωB97M-V functional and the def2-TZVPD basis

Structure (XYZ):
```
85
C24H40BrF4N3O12P, DFT the ωB97M-V functional and the def2-TZVPD basis
C 2.513 4.919 2.518
C 1.701 3.689 2.085
N 2.049 3.415 0.679
N 1.855 2.035 0.165
C 1.836 2.274 -1.335
C 2.002 1.063 -2.246
C 3.297 0.868 -2.973
N 1.053 0.262 -2.451
C 3.056 1.274 0.686
Br 4.697 2.034 -0.018
C 2.983 -0.228 0.534
C 4.286 -0.984 0.790
P 0.233 1.403 0.925
C -0.237 -0.332 0.481
C -1.588 -0.481 -0.244
C -1.017 2.544 0.252
C -2.097 2.831 1.325
H 1.911 5.553 3.167
H 2.791 5.522 1.654
H 3.419 4.634 3.047
H 0.640 3.907 2.223
H 1.971 2.848 2.715
H 1.486 4.005 0.075
H 2.595 3.024 -1.543
H 0.868 2.727 -1.556
H 3.829 1.810 -3.090
H 3.940 0.159 -2.451
H 3.064 0.495 -3.968
H 0.216 0.533 -1.941
H 3.118 1.512 1.742
H 2.552 -0.543 -0.410
H 2.295 -0.564 1.316
H 4.899 -1.044 -0.107
H 4.018 -2.009 1.049
H 4.850 -0.583 1.631
H 0.511 -0.872 -0.088
H -0.305 -0.829 1.448
H -2.430 -0.308 0.423
H -1.674 0.167 -1.116
H -1.660 -1.500 -0.622
H -0.506 3.485 0.032
H -1.465 2.231 -0.692
H -3.065 2.445 1.015
H -1.827 2.423 2.298
H -2.217 3.907 1.439
C -3.429 5.209 -3.528
C -2.440 4.889 -2.427
O -2.841 5.742 -1.384
C -4.184 5.973 -1.535
O -4.880 6.418 -0.691
O -4.581 5.584 -2.765
F -1.155 5.174 -2.767
H -3.083 6.055 -4.124
H -3.661 4.371 -4.177
H -2.478 3.855 -2.074
C 2.968 -6.046 0.519
C 3.568 -5.889 1.901
O 2.971 -4.683 2.362
C 1.776 -4.547 1.725
O 0.933 -3.773 2.048
O 1.694 -5.393 0.687
F 4.910 -5.729 1.872
H 3.556 -5.501 -0.220
H 2.847 -7.076 0.200
H 3.323 -6.691 2.598
C 2.507 -11.860 -1.490
C 1.245 -11.172 -1.005
O 1.765 -9.995 -0.402
C 2.945 -9.703 -1.004
O 3.512 -8.663 -0.898
O 3.374 -10.744 -1.736
F 0.581 -11.891 -0.078
H 2.932 -12.482 -0.702
H 2.375 -12.444 -2.395
H 0.548 -10.884 -1.794
C -7.810 4.813 2.238
C -6.935 4.382 1.078
O -7.605 3.235 0.605
C -8.932 3.362 0.915
O -9.796 2.701 0.457
O -9.097 4.360 1.815
F -5.680 4.029 1.473
H -7.521 4.293 3.153
H -7.818 5.885 2.409
H -6.850 5.113 0.274
```

Summary:
E_HOMO in eV: -12.19
Net charge: +1


5.
Molecular formula: C24H40ClN7Sn
Method: DFT, the ωB97M-V functional and the def2-TZVPD basis

Structure (XYZ):
```
73
C24H40ClN7Sn, DFT the ωB97M-V functional and the def2-TZVPD basis
Sn 0.122 -0.151 -0.673
Cl 0.017 0.155 -3.141
C 2.428 -3.837 -0.242
C 1.591 -1.798 -0.554
N 1.288 -3.110 -0.515
H 4.486 -3.138 0.075
N 2.918 -1.707 -0.334
H 2.417 -4.919 -0.158
C -0.096 -3.664 -0.561
C 0.015 -5.138 -0.899
C -0.773 -3.487 0.804
H 0.489 -5.698 -0.086
H -0.995 -5.543 -1.043
H 0.573 -5.276 -1.832
H -1.826 -3.617 -1.835
H -0.382 -2.877 -2.584
H -0.660 -2.472 1.219
C -0.936 -2.994 -1.647
H -0.346 -4.199 1.522
H -1.849 -3.708 0.709
H -1.358 -2.014 -1.350
C 3.441 -2.975 -0.127
C 3.549 -0.040 1.367
H 3.965 -0.826 2.012
H 4.129 0.882 1.531
C 3.678 -0.448 -0.103
H 3.905 1.517 -0.925
C 5.130 -0.718 -0.443
H 5.218 -1.096 -1.468
H 2.504 0.142 1.660
H 2.235 1.141 -0.617
H 5.581 -1.423 0.261
H 5.686 0.226 -0.379
C 3.177 0.689 -0.985
H 3.072 0.389 -2.034
C -3.485 2.994 -0.352
N -2.938 1.727 -0.241
H -2.468 4.937 -0.342
N -1.303 3.131 -0.167
H -4.538 3.163 -0.436
C -3.686 0.441 -0.341
C -5.141 0.708 -0.031
C -3.547 -0.118 -1.758
H -5.598 1.348 -0.789
H -5.679 -0.246 -0.031
H -5.250 1.155 0.962
H -3.687 -1.501 0.575
H -3.240 -0.183 1.694
H -2.500 -0.158 -2.095
C -3.131 -0.555 0.667
H -4.113 0.504 -2.463
H -3.970 -1.134 -1.790
H -2.060 -0.779 0.515
C -2.466 3.870 -0.304
C 0.781 3.425 -1.468
H 0.351 4.076 -2.240
H 1.848 3.678 -1.374
C 0.087 3.672 -0.129
H 1.909 3.324 0.959
C 0.017 5.158 0.132
H -0.501 5.365 1.072
H 0.690 2.386 -1.814
H 0.827 1.896 0.958
H -0.469 5.681 -0.696
H 1.039 5.543 0.217
C 0.858 2.996 0.999
H 0.447 3.296 1.973
C -1.611 1.831 -0.154
N 0.127 -0.268 2.058
C 0.037 -0.328 3.240
N -0.080 -0.569 4.487
C -0.001 0.287 5.464
N 0.050 0.978 6.419
```

Summary:
E_HOMO (alpha / beta) in eV: 2.59 / 2.55
Net charge: -2


6.
Molecular formula: C24H40F12MgN8O2P2
Method: DFT, the ωB97M-V functional and the def2-TZVPD basis

Structure (XYZ):
```
89
C24H40F12MgN8O2P2, DFT the ωB97M-V functional and the def2-TZVPD basis
Mg -2.341 -2.492 -1.776
P -4.260 -2.364 3.302
F -4.418 -3.922 2.849
F -2.883 -2.708 4.119
F -3.357 -2.166 1.922
F -4.048 -0.824 3.708
F -5.595 -2.021 2.470
F -5.162 -2.677 4.611
P -0.864 0.347 -0.264
F -0.111 0.676 -1.668
F -2.221 0.878 -0.936
F -1.372 -1.170 -0.798
F -1.604 0.113 1.112
F 0.479 -0.325 0.331
F -0.373 1.847 0.175
C 0.229 -0.961 3.313
C -0.814 -0.245 4.040
N -1.688 0.229 4.605
H 0.909 -0.310 2.769
H -0.226 -1.639 2.599
H 0.830 -1.469 4.070
C 1.621 -4.573 -3.554
C 0.492 -3.856 -2.926
N -0.393 -3.321 -2.434
H 1.248 -5.201 -4.356
H 2.251 -4.957 -2.756
H 2.236 -3.811 -4.044
C 1.444 3.176 -2.915
C 2.391 2.075 -3.139
N 3.090 1.180 -3.308
H 1.701 4.063 -3.483
H 1.362 3.249 -1.830
H 0.437 2.852 -3.179
C -1.438 0.894 -4.630
C -1.846 -0.331 -3.950
N -2.165 -1.303 -3.445
H -0.527 0.712 -5.191
H -1.380 1.696 -3.897
H -2.259 1.174 -5.294
C -1.821 -5.215 1.814
C -2.131 -4.407 0.656
N -2.342 -3.730 -0.238
H -0.762 -5.438 1.918
H -2.319 -6.181 1.670
H -2.276 -4.804 2.718
C -0.667 4.896 -0.799
C -1.807 5.703 -0.353
N -2.652 6.377 0.023
H -0.928 3.876 -0.500
H 0.248 5.168 -0.280
H -0.605 4.985 -1.881
C -4.227 2.411 -2.372
C -3.673 3.711 -2.739
N -3.217 4.726 -3.030
H -3.972 1.649 -3.100
H -5.292 2.456 -2.160
H -3.757 2.208 -1.403
C -2.984 3.051 1.706
C -3.621 2.479 2.859
N -4.079 1.896 3.730
H -2.406 3.952 1.904
H -3.739 3.201 0.932
H -2.234 2.355 1.321
C 3.447 1.983 1.577
C 3.296 2.100 0.055
C 4.249 3.188 -0.359
O 5.149 3.353 0.716
C 4.910 2.356 1.726
H 3.112 1.029 1.980
H 2.779 2.708 2.052
H 2.268 2.340 -0.219
H 3.533 1.115 -0.352
H 3.736 4.114 -0.651
H 4.717 2.906 -1.313
H 5.182 2.827 2.669
H 5.599 1.547 1.462
C 4.007 -2.798 1.362
C 2.835 -2.015 0.747
C 1.714 -2.998 0.715
O 2.367 -4.257 0.514
C 3.739 -4.220 0.939
H 4.016 -2.751 2.457
H 4.995 -2.415 1.104
H 3.144 -1.837 -0.293
H 2.651 -0.996 1.072
H 1.086 -2.741 -0.132
H 1.127 -2.981 1.636
H 4.429 -4.487 0.136
H 3.799 -4.906 1.783
```

Summary:
E_HOMO in eV: -9.61
Net charge: 0


- Which of these has the highest net charge?
  C24H39BrMgN10O7S